Below is one molecule with the formula C5H9NO2, with properties calculated with the ωB97M-V functional and the def2-TZVPD basis.

```
! wB97M-V def2-TZVPD RIJCOSX def2/J DEFGRID3
* xyz 0 1
C -1.121 -0.382 -1.774
C -0.676 0.288 -0.507
C -0.483 -0.383 0.718
N -1.062 -1.591 1.045
C 0.536 0.243 1.442
C 1.324 0.954 0.517
O 2.178 0.385 -0.408
O 1.771 2.189 0.851
H -2.206 -0.333 -1.924
H -0.829 -1.436 -1.796
H -0.659 0.108 -2.637
H -0.861 1.355 -0.456
H -2.014 -1.728 0.735
H -0.871 -1.946 1.970
H 0.567 0.409 2.514
H 1.883 -0.524 -0.562
H 2.522 2.394 0.273
*
```

## Properties
SMILES: C/C=C(\N)C=C(O)O
Frontier orbital gap (Ha): 0.296
HOMO level (eV): -7.297
Energy (hartree): -401.070332

---

Below is C28H21CeN2O4S6 as an isolated structure, with properties calculated with the ωB97M-V functional and the def2-TZVPD basis.

```
! wB97M-V def2-TZVPD RIJCOSX def2/J DEFGRID3
* xyz -2 2
Ce 1.037 0.222 -0.011
S 3.343 -0.661 -1.647
C 3.355 0.848 -2.522
C 4.463 1.707 -2.445
C 4.534 2.880 -3.171
C 3.498 3.240 -4.026
C 2.391 2.414 -4.122
C 2.303 1.251 -3.367
S 0.836 0.244 -3.456
C -0.472 1.540 -3.371
C -1.679 1.135 -2.577
C -2.914 1.001 -3.208
C -4.031 0.711 -2.446
C -3.895 0.622 -1.074
C -2.634 0.793 -0.506
C -2.485 0.839 0.979
S -1.809 -0.729 1.683
C -1.594 -0.127 3.348
C -2.755 0.026 4.104
C -2.719 0.516 5.397
C -1.479 0.860 5.936
C -0.325 0.696 5.204
C -0.321 0.175 3.885
S 1.183 -0.100 3.105
N -1.543 0.984 -1.255
H 5.261 1.426 -1.770
H 5.395 3.531 -3.064
H 3.546 4.156 -4.602
H 1.569 2.688 -4.774
H -0.765 1.802 -4.387
H 0.005 2.373 -2.857
H -2.988 1.110 -4.283
H -5.000 0.577 -2.911
H -4.750 0.436 -0.437
H -3.444 1.023 1.463
H -1.767 1.608 1.245
H -3.702 -0.251 3.651
H -3.632 0.627 5.971
H -1.425 1.256 6.946
H 0.635 0.968 5.624
S -1.281 -4.315 -0.981
C -1.823 -3.261 -2.214
C -1.234 -2.038 -2.137
C -0.307 -1.842 -1.054
C -0.224 -3.013 -0.356
C 0.659 -3.317 0.754
C 0.541 -4.490 1.516
C 1.450 -4.745 2.520
C 2.465 -3.828 2.756
C 2.492 -2.680 1.986
N 1.624 -2.420 1.013
H -2.545 -3.612 -2.939
H -1.463 -1.288 -2.882
H -0.266 -5.178 1.302
H 1.371 -5.648 3.116
H 3.198 -3.983 3.535
H 3.251 -1.925 2.149
O 1.096 2.388 -1.083
S 1.393 2.705 0.350
O 1.611 4.108 0.599
O 0.220 2.143 1.096
O 2.544 1.827 0.699
*
```

## Properties
⟨S²⟩: 0.751
Frontier orbital gap (alpha / beta) (Ha): 0.212 / 0.212
HOMO level (alpha / beta) (eV): -1.575 / -1.579
Energy (hartree): -4354.521722

---

Below is a 4-piece molecular cluster, C3H14O3S overall, with properties calculated with the ωB97M-V functional and the def2-TZVPD basis.

```
! wB97M-V def2-TZVPD RIJCOSX def2/J DEFGRID3
* xyz 0 1
C -1.720 2.120 -0.434
C -1.970 0.934 0.499
C -0.705 0.155 0.905
S -1.052 -0.986 2.343
H -2.751 2.433 -0.733
H -1.256 2.981 0.055
H -1.272 1.892 -1.404
H -2.657 0.236 0.018
H -2.564 1.326 1.339
H -0.443 -0.603 0.165
H 0.146 0.752 1.176
H -1.928 -0.083 2.846
O 2.022 -2.457 0.257
H 2.366 -1.591 0.528
H 2.362 -2.982 0.980
O 1.644 -1.579 -2.285
H 1.143 -2.125 -2.889
H 1.665 -2.079 -1.448
O 2.496 0.472 -0.301
H 2.487 -0.077 -1.089
H 1.989 1.261 -0.527
*
```

## Properties
SMILES: CCCS.O.O.O
Frontier orbital gap (Ha): 0.350
HOMO level (eV): -8.884
Energy (hartree): -746.592781

---

Below is a 3-piece molecular cluster, C15H36BI2O6 overall, with properties calculated with the ωB97M-V functional and the def2-TZVPD basis.

```
! wB97M-V def2-TZVPD RIJCOSX def2/J DEFGRID3
* xyz -1 1
B 2.673 -3.797 -3.666
C 2.221 -2.230 -3.871
I 3.270 -1.028 -2.393
C 0.685 -1.963 -3.970
C -0.186 -3.202 -3.818
I -0.132 -0.504 -2.582
H 2.180 -4.441 -4.596
H 2.240 -4.235 -2.601
H 3.892 -3.878 -3.698
H 2.652 -1.835 -4.791
H 0.491 -1.499 -4.936
H -1.239 -2.928 -3.904
H 0.051 -3.902 -4.617
H -0.028 -3.681 -2.856
C 5.897 4.318 3.257
O 5.926 2.914 3.295
C 5.266 2.331 4.401
C 4.384 1.167 4.007
O 3.240 1.512 3.256
C 3.387 1.832 1.877
C 3.706 0.667 0.971
O 5.034 0.207 1.161
C 5.177 -1.198 1.138
H 6.640 4.759 3.934
H 6.132 4.623 2.238
H 4.907 4.707 3.518
H 4.660 3.078 4.926
H 6.021 1.952 5.104
H 3.988 0.761 4.943
H 4.970 0.381 3.525
H 4.103 2.643 1.727
H 2.402 2.198 1.578
H 3.589 1.008 -0.064
H 2.987 -0.142 1.138
H 4.371 -1.689 1.694
H 6.127 -1.433 1.621
H 5.184 -1.590 0.118
C -2.877 1.743 -0.813
O -4.153 1.282 -1.203
C -4.147 0.028 -1.865
C -5.242 -0.883 -1.362
O -5.078 -1.346 -0.031
C -5.317 -0.461 1.045
C -6.771 -0.139 1.303
O -7.321 0.713 0.315
C -8.627 0.385 -0.087
H -2.340 2.199 -1.651
H -3.027 2.495 -0.038
H -2.265 0.935 -0.400
H -3.174 -0.460 -1.757
H -4.317 0.191 -2.938
H -5.193 -1.788 -1.973
H -6.226 -0.432 -1.513
H -4.729 0.456 0.962
H -4.965 -1.004 1.927
H -6.832 0.364 2.278
H -7.341 -1.073 1.366
H -8.747 -0.695 -0.219
H -8.806 0.871 -1.046
H -9.376 0.739 0.632
*
```

## Properties
Frontier orbital gap (Ha): 0.266
HOMO level (eV): -4.787
Energy (hartree): -1664.692521

---

Below is C15H31ClO4P2W as an isolated structure, with properties calculated with the ωB97M-V functional and the def2-TZVPD basis.

```
! wB97M-V def2-TZVPD RIJCOSX def2/J DEFGRID3
* xyz 2 3
P -0.124 -3.705 -1.397
P 1.036 -0.132 -1.297
C -0.327 -2.192 -2.448
C 1.065 -1.534 -2.487
H -1.149 -1.569 -2.031
H -0.643 -2.551 -3.441
H 1.899 -2.233 -2.227
H 1.295 -1.050 -3.452
C 0.078 0.979 -2.553
H -0.070 2.012 -2.199
H -0.898 0.528 -2.777
H 0.662 1.006 -3.497
C 2.634 0.749 -1.514
H 2.732 0.976 -2.582
H 3.513 0.187 -1.164
H 2.558 1.698 -0.954
C -1.760 -4.423 -1.263
H -1.903 -5.152 -0.449
H -1.953 -4.942 -2.216
H -2.506 -3.617 -1.162
C 0.863 -4.775 -2.467
H 0.917 -4.226 -3.417
H 0.255 -5.679 -2.586
H 1.873 -5.057 -2.111
W 1.323 -2.437 -0.088
C -0.662 3.025 3.207
C -1.867 3.461 2.810
C -2.285 4.195 1.581
C -2.914 3.238 0.479
C -1.854 2.444 -0.182
C -0.716 2.100 0.445
C 0.441 2.871 0.936
C 0.555 2.577 2.452
C 3.479 -2.485 -0.094
H -0.443 3.090 4.274
H -2.740 3.418 3.483
H -1.477 4.770 1.105
H -3.078 4.921 1.843
H -3.617 2.486 0.910
H -3.460 3.853 -0.253
H -2.089 2.035 -1.165
H -0.473 1.002 0.544
H 0.319 3.928 0.682
H 1.349 2.471 0.463
H 0.748 1.475 2.544
H 1.444 3.118 2.817
H 4.007 -1.769 -0.737
H 3.765 -3.537 -0.268
H 3.621 -2.234 0.979
O -1.899 -0.522 7.483
Cl -1.107 0.774 7.348
O -1.711 1.902 6.589
O 0.428 -1.348 0.985
O 0.862 -4.119 0.514
*
```

## Properties
⟨S²⟩: 2.013
Frontier orbital gap (alpha / beta) (Ha): 0.255 / 0.218
HOMO level (alpha / beta) (eV): -13.943 / -14.659
Energy (hartree): -2100.083876

---

Below is a 2-piece molecular cluster, CH3Cl2N3 overall, with properties calculated with the ωB97M-V functional and the def2-TZVPD basis.

```
! wB97M-V def2-TZVPD RIJCOSX def2/J DEFGRID3
* xyz 0 1
Cl 2.156 -1.412 0.275
N 2.059 0.299 -0.137
Cl 2.995 0.779 -1.487
H 1.005 0.340 -0.234
N -0.875 0.756 -0.242
C -1.594 -0.027 0.301
N -1.989 -0.851 1.061
H -1.240 1.703 -0.354
H -2.518 -1.588 0.817
*
```

## Properties
SMILES: ClNCl.N=C=N
Frontier orbital gap (Ha): 0.354
HOMO level (eV): -9.266
Energy (hartree): -1124.446665

---

> Among the records above, which one has the lowest energy?

C28H21CeN2O4S6

---

> Which of these has the lowest energy?

C28H21CeN2O4S6

---

> The highest energy belongs to which entry?

C5H9NO2

---

> Look up the energy of the first one.

-401.070332 hartree